{
  "formula": "C39H55Br2N10O7P2V",
  "method": "ωB97M-V/def2-TZVPD",
  "symbols": ["V", "O", "C", "C", "O", "O", "C", "C", "C", "C", "C", "C", "C", "C", "C", "C", "C", "C", "H", "H", "H", "H", "H", "H", "H", "H", "H", "H", "H", "C", "N", "C", "P", "O", "O", "P", "O", "N", "C", "C", "N", "C", "C", "N", "C", "C", "H", "H", "H", "H", "H", "H", "H", "H", "H", "H", "H", "H", "H", "H", "H", "H", "H", "H", "H", "H", "H", "H", "H", "H", "Br", "C", "C", "C", "N", "C", "C", "C", "C", "C", "Br", "C", "C", "N", "H", "H", "H", "H", "H", "H", "N", "C", "N", "O", "H", "H", "H", "H", "N", "C", "N", "C", "C", "C", "C", "C", "H", "H", "H", "H", "H", "H", "H", "H", "H", "H"],
  "xyz": [[0.03781, 0.97141, 0.00286], [0.27176, -0.34625, -1.71633], [0.61058, 0.33295, -2.95246], [1.05554, 1.80078, -2.63964], [1.53711, 2.44518, -3.55579], [0.87668, 2.18958, -1.43569], [1.80364, -0.31717, -3.63551], [1.77780, -0.75512, -4.95138], [2.94909, -1.16720, -5.57664], [4.15836, -1.12951, -4.89882], [4.18807, -0.70752, -3.57490], [3.01730, -0.31738, -2.95016], [-0.67065, 0.30844, -3.77753], [-1.42420, -0.86555, -3.78577], [-2.62548, -0.92839, -4.47382], [-3.09416, 0.18462, -5.16217], [-2.34379, 1.35000, -5.16537], [-1.13400, 1.41295, -4.48219], [0.88991, -1.06575, -1.48939], [0.84769, -0.73648, -5.50456], [2.91943, -1.49120, -6.60891], [5.07236, -1.41946, -5.40185], [5.12720, -0.66030, -3.03545], [3.04459, 0.05336, -1.93207], [-1.07853, -1.72111, -3.21881], [-3.19890, -1.84764, -4.47355], [-4.03389, 0.13877, -5.69766], [-2.69599, 2.22032, -5.70411], [-0.54663, 2.32115, -4.50019], [3.19421, 0.93876, 3.37695], [3.56844, -0.25704, 2.61878], [3.67093, -1.49294, 3.37966], [3.32282, -0.13900, 1.00052], [1.97803, 0.31608, 0.59217], [3.68842, -1.63722, 0.50991], [2.83690, -2.83654, -0.15677], [1.44048, -2.49940, -0.50101], [3.70554, -3.25551, -1.46824], [5.15323, -3.39773, -1.46940], [3.02917, -3.83299, -2.63264], [2.87816, -3.96264, 1.06575], [1.85955, -5.01582, 0.99042], [4.16047, -4.48023, 1.53426], [4.46335, 0.83217, 0.37370], [4.18074, 1.95360, -0.52680], [5.87167, 0.59443, 0.65490], [3.58840, 0.85172, 4.38779], [2.11045, 1.07299, 3.43000], [3.64278, 1.82482, 2.92347], [4.19756, -1.28321, 4.31048], [4.24661, -2.22869, 2.83014], [2.69559, -1.92490, 3.62580], [5.60012, -2.82824, -0.65582], [5.54774, -3.00235, -2.40714], [5.46175, -4.44354, -1.38360], [1.95984, -3.65406, -2.56582], [3.21466, -4.90942, -2.69051], [3.40207, -3.35634, -3.53811], [0.92915, -4.61289, 0.59804], [1.68276, -5.40932, 1.99353], [2.18264, -5.84797, 0.35498], [4.93673, -3.71988, 1.47123], [4.48452, -5.34650, 0.94796], [4.06947, -4.79057, 2.57675], [3.11204, 2.04623, -0.71112], [4.68485, 1.80934, -1.48448], [4.54833, 2.88027, -0.07888], [5.98437, -0.11187, 1.47674], [6.35554, 1.52912, 0.94440], [6.38749, 0.19759, -0.22354], [-6.48871, 2.63656, 0.11553], [-4.66135, 2.22248, -0.05243], [-4.23601, 1.33264, -1.01820], [-2.88374, 1.03998, -1.07498], [-1.99454, 1.60431, -0.26041], [-2.40619, 2.49786, 0.65186], [-3.74566, 2.82055, 0.79929], [-1.33465, 3.17734, 1.43754], [-1.59612, 4.30024, 2.21054], [-0.53134, 4.95665, 2.80402], [-0.84796, 6.47443, 3.86552], [0.76100, 4.51110, 2.59414], [0.92842, 3.38223, 1.81334], [-0.08629, 2.71512, 1.27321], [-4.92645, 0.86578, -1.70505], [-2.49478, 0.32165, -1.78422], [-4.08780, 3.51705, 1.54849], [-2.59598, 4.68516, 2.33395], [1.61217, 5.02650, 3.01404], [1.91417, 2.99048, 1.59611], [0.16475, -2.13118, 2.08421], [-0.36377, -0.97291, 2.51931], [-0.49006, -0.81318, 3.87220], [-0.72244, -0.07566, 1.75125], [0.64528, -2.75638, 2.70655], [0.34030, -2.21536, 1.08385], [-0.53898, -1.62622, 4.46200], [-1.04916, -0.02614, 4.15551], [-1.91208, -1.99627, -0.34593], [-2.63519, -2.88548, -0.18041], [-3.46010, -3.89952, 0.00840], [-3.21164, -4.83907, 1.10306], [-2.83428, -6.23627, 0.56348], [-2.55819, -6.18197, -0.93624], [-3.79411, -5.68848, -1.68529], [-4.31678, -4.36369, -1.08318], [-4.10474, -4.88795, 1.73015], [-2.40966, -4.42044, 1.70899], [-3.64594, -6.94185, 0.75355], [-1.96365, -6.61524, 1.10026], [-2.27329, -7.16861, -1.30247], [-1.71140, -5.51761, -1.13360], [-4.57483, -6.44925, -1.62502], [-3.56648, -5.55748, -2.74336], [-5.32859, -4.48093, -0.68997], [-4.34996, -3.57376, -1.83033]],
  "forces_ev_per_a": [[0.297, 0.111, -0.349], [0.217, 0.224, 0.134], [-0.107, -0.038, 0.022], [-0.108, -0.020, -0.055], [0.017, 0.018, 0.026], [-0.124, -0.137, 0.288], [0.049, 0.012, 0.044], [-0.039, -0.012, 0.016], [0.025, -0.005, -0.007], [-0.017, -0.046, -0.008], [-0.026, -0.012, 0.023], [-0.017, -0.023, -0.016], [-0.004, 0.035, -0.022], [0.009, -0.005, -0.002], [0.009, -0.007, -0.009], [0.003, -0.001, 0.003], [0.003, -0.012, 0.000], [-0.010, 0.006, -0.013], [-0.095, -0.150, -0.077], [0.019, -0.012, -0.007], [-0.007, 0.006, 0.001], [-0.003, 0.007, 0.004], [0.008, 0.004, -0.016], [-0.003, -0.008, 0.000], [-0.012, 0.000, 0.000], [0.001, 0.002, -0.002], [0.002, 0.003, 0.001], [-0.001, -0.003, 0.003], [-0.005, -0.008, 0.002], [0.048, -0.017, -0.020], [0.131, -0.007, 0.002], [-0.082, 0.003, -0.010], [0.049, 0.021, -0.136], [0.056, -0.124, 0.083], [0.009, -0.065, -0.053], [-0.007, 0.118, 0.048], [0.030, -0.041, 0.024], [0.103, 0.019, -0.033], [0.044, 0.056, -0.037], [0.008, -0.027, 0.088], [-0.205, -0.087, 0.039], [0.047, 0.010, 0.052], [0.033, 0.019, -0.059], [0.003, 0.098, 0.159], [-0.021, -0.041, -0.003], [0.018, -0.017, -0.011], [0.019, 0.002, 0.002], [-0.013, -0.016, 0.028], [-0.040, 0.002, -0.031], [-0.001, 0.014, 0.004], [-0.029, -0.003, -0.013], [-0.008, 0.023, 0.013], [-0.017, -0.002, 0.005], [-0.010, -0.005, -0.009], [-0.011, -0.007, 0.008], [-0.012, 0.004, -0.006], [-0.007, -0.003, -0.016], [0.024, 0.036, -0.029], [-0.008, 0.013, -0.006], [0.008, -0.013, 0.004], [-0.013, 0.000, -0.011], [-0.008, 0.011, 0.009], [-0.002, 0.001, -0.010], [-0.003, -0.004, -0.001], [0.002, 0.008, 0.012], [-0.002, 0.001, -0.008], [0.012, -0.006, -0.004], [-0.010, -0.007, -0.007], [-0.003, 0.006, 0.002], [-0.003, 0.013, -0.012], [-0.005, 0.001, -0.003], [-0.016, 0.036, 0.056], [0.040, -0.052, -0.051], [-0.025, 0.001, 0.080], [0.170, 0.000, 0.117], [-0.054, 0.092, 0.000], [-0.046, -0.040, -0.059], [-0.053, 0.103, -0.063], [0.077, 0.030, 0.033], [-0.060, -0.011, 0.014], [0.005, 0.009, 0.003], [0.064, -0.023, -0.024], [0.001, -0.059, 0.019], [-0.296, -0.115, -0.116], [0.000, 0.003, 0.006], [-0.006, 0.000, -0.006], [0.011, 0.007, 0.002], [-0.007, -0.005, -0.008], [-0.008, 0.003, -0.001], [0.002, -0.003, 0.021], [0.002, 0.011, -0.160], [-0.065, -0.038, -0.089], [0.031, -0.025, 0.029], [0.068, 0.180, 0.078], [0.002, 0.018, 0.010], [0.022, -0.018, 0.091], [-0.020, 0.000, 0.009], [-0.005, 0.001, -0.007], [-0.045, 0.017, 0.022], [0.071, -0.084, -0.121], [-0.140, 0.073, 0.121], [0.023, -0.021, -0.019], [0.013, -0.006, 0.016], [0.024, -0.008, 0.001], [-0.007, 0.006, -0.024], [0.052, -0.028, -0.040], [-0.004, -0.003, -0.005], [0.004, 0.009, 0.000], [-0.015, 0.015, -0.022], [-0.004, -0.006, 0.011], [-0.003, -0.003, 0.005], [-0.007, 0.014, -0.001], [-0.001, 0.002, 0.004], [0.009, 0.007, 0.003], [0.009, -0.014, 0.020], [-0.019, 0.011, 0.006]],
  "e_above_lowest_ev": 0.693,
  "homo_lumo_gap_ev": [6.44, 7.82],
  "charge": 1,
  "spin_multiplicity": 4,
  "mol_weight_g_mol": 1048.632
}

---

{
  "formula": "C22H33N5O4S2",
  "method": "ωB97M-V/def2-TZVPD",
  "symbols": ["C", "C", "N", "C", "C", "C", "C", "C", "N", "C", "O", "C", "N", "C", "N", "C", "S", "C", "C", "C", "S", "O", "O", "N", "C", "C", "C", "C", "C", "C", "C", "C", "O", "H", "H", "H", "H", "H", "H", "H", "H", "H", "H", "H", "H", "H", "H", "H", "H", "H", "H", "H", "H", "H", "H", "H", "H", "H", "H", "H", "H", "H", "H", "H", "H", "H"],
  "xyz": [[5.31712, 0.83488, 3.04876], [4.07965, 0.37573, 2.28646], [3.84551, 1.19033, 1.11433], [3.45931, 2.56281, 1.39192], [2.86009, 3.03327, 0.07460], [2.06106, 1.80856, -0.36441], [2.87416, 0.62314, 0.18126], [3.62910, -0.13013, -0.92418], [2.72066, -0.95018, -1.69446], [2.91104, -2.25945, -1.88826], [3.90631, -2.88323, -1.58830], [1.70224, -2.95811, -2.55837], [0.74978, -3.33487, -1.53257], [0.71659, -4.59704, -1.05320], [-0.07916, -5.02161, -0.13322], [-0.88541, -4.09582, 0.41546], [-1.99309, -4.44095, 1.69273], [-2.46619, -2.75492, 1.78160], [-3.47919, -2.35680, 2.78810], [-1.81464, -1.99708, 0.85931], [-1.85418, -0.20723, 0.74221], [-0.50267, 0.25914, 0.80124], [-2.74817, 0.28881, 1.75737], [-2.47571, 0.00264, -0.78285], [-1.95651, 1.12291, -1.53645], [-2.62626, 2.43155, -1.12587], [-4.14386, 2.32277, -1.29361], [-4.83779, 3.61493, -0.87382], [-4.64880, 1.13906, -0.46518], [-3.91210, -0.14390, -0.85281], [-0.91666, -2.75218, 0.05265], [-0.09156, -2.31521, -1.04094], [-0.07319, -1.21647, -1.56464], [6.16106, 0.90667, 2.36819], [5.15518, 1.80629, 3.50797], [5.55560, 0.11979, 3.83211], [4.23589, -0.65153, 1.94665], [3.20362, 0.38094, 2.96241], [4.33420, 3.14517, 1.68663], [2.70611, 2.62058, 2.19648], [2.24540, 3.92404, 0.18735], [3.65996, 3.24132, -0.63688], [1.93640, 1.76029, -1.44555], [1.07557, 1.80457, 0.09946], [2.19394, -0.08350, 0.68200], [4.12982, 0.58895, -1.57996], [4.38763, -0.78619, -0.49179], [1.79232, -0.56951, -1.84491], [2.05306, -3.85394, -3.07077], [1.21019, -2.28036, -3.25926], [1.40960, -5.30468, -1.48545], [-3.20722, -2.74114, 3.76955], [-4.45314, -2.77190, 2.52765], [-3.54717, -1.27292, 2.82489], [-0.88438, 1.14562, -1.34959], [-2.12644, 0.91407, -2.59741], [-2.23361, 3.25092, -1.73064], [-2.39054, 2.62967, -0.07769], [-4.36344, 2.13110, -2.35160], [-4.48154, 4.45136, -1.47089], [-4.63502, 3.82826, 0.17312], [-5.91427, 3.53161, -1.00527], [-4.46592, 1.33381, 0.59248], [-5.72128, 0.99976, -0.61400], [-4.18540, -0.96069, -0.18095], [-4.16370, -0.43378, -1.87913]],
  "forces_ev_per_a": [[-0.262, -0.147, -0.081], [0.269, -0.022, 0.058], [-0.160, 0.101, -0.072], [0.121, 0.187, -0.028], [0.045, -0.052, 0.090], [-0.028, -0.016, 0.193], [0.083, -0.309, -0.370], [0.116, 0.000, 0.332], [-0.111, 0.581, 0.089], [-0.538, -0.200, -0.576], [0.304, -0.309, 0.132], [0.525, 0.267, -0.138], [-0.304, 0.121, 0.211], [-0.071, -0.327, 0.125], [0.113, -0.623, 0.097], [-0.077, 0.953, -0.214], [0.047, 0.573, -0.150], [0.082, -0.188, -0.142], [-0.169, 0.068, 0.210], [-0.171, 0.635, 0.134], [-0.234, -0.573, 0.138], [0.029, 0.021, -0.293], [-0.091, -0.067, -0.203], [0.463, -0.213, 0.956], [0.542, 0.502, 0.021], [-0.155, -0.250, -0.341], [-0.015, 0.177, 0.343], [0.088, -0.254, -0.209], [0.068, -0.059, -0.302], [-0.652, -0.038, 0.259], [0.247, -0.742, -0.020], [-0.043, -0.228, -0.133], [0.074, 0.079, -0.163], [0.119, 0.013, -0.055], [0.036, 0.111, 0.080], [0.054, -0.016, 0.125], [-0.067, -0.006, 0.057], [0.020, -0.052, -0.104], [-0.090, 0.060, 0.079], [0.013, 0.017, 0.026], [0.009, 0.056, -0.033], [0.035, 0.073, -0.002], [-0.078, -0.021, -0.101], [0.005, 0.071, -0.079], [0.083, 0.019, -0.009], [0.062, 0.012, 0.102], [-0.051, 0.093, -0.052], [0.075, -0.297, -0.101], [-0.015, 0.117, 0.091], [0.016, -0.175, 0.055], [0.128, 0.074, -0.167], [-0.022, 0.011, 0.092], [-0.067, -0.011, 0.008], [-0.091, -0.163, 0.118], [-0.005, 0.089, -0.240], [0.034, -0.043, 0.042], [0.037, 0.064, 0.019], [0.029, 0.119, 0.059], [0.024, -0.014, -0.020], [0.008, 0.140, -0.033], [0.016, 0.050, 0.146], [-0.137, 0.049, 0.015], [-0.103, 0.046, -0.011], [-0.057, 0.003, 0.018], [-0.190, -0.079, -0.156], [0.034, -0.059, 0.079]],
  "e_above_lowest_ev": 0.000,
  "homo_lumo_gap_ev": 8.40,
  "smiles": "CCN1CCC[C@H]1CNC(=O)Cn1cnc2sc(C)c(S(=O)(=O)N3CCC(C)CC3)c2c1=O",
  "mol_weight_g_mol": 495.671
}